No. 1
# C31H50NO23P

A cluster of 7 separate species, C31H50NO23P in total in a non-equilibrium geometry (ωB97M-V/def2-TZVPD, the OMol25 dataset).

Atoms and positions in Å:
O: -1.615 2.243 1.456
P: -0.939 1.519 0.202
H: 1.248 0.664 0.084
H: 3.894 3.084 2.134
H: -0.838 9.971 -4.624
H: 6.327 -2.042 -1.363
C: -6.460 3.882 7.528
H: -2.539 2.423 1.205
O: 3.162 -7.615 -8.082
C: 4.659 -3.449 -1.602
C: 3.663 2.151 1.612
H: 1.214 -4.101 -0.646
H: 4.327 -5.505 -2.117
C: 4.946 1.351 1.370
O: 2.379 7.719 -2.726
H: 3.640 -7.116 -5.500
C: 2.756 -8.250 -9.207
H: 2.992 1.552 2.239
H: -3.015 0.378 3.341
H: 1.599 -7.827 -6.767
C: 1.275 -7.797 -2.039
H: 2.369 9.709 -2.143
C: -6.530 1.252 2.477
O: 2.006 -8.470 -2.694
C: -4.862 1.250 4.013
H: 0.812 10.176 -5.206
O: 2.168 -9.431 -8.892
C: 2.406 -9.683 -7.501
H: -5.144 -0.856 3.595
O: 1.440 3.834 2.499
H: 2.306 3.922 -1.434
O: -1.354 2.042 -1.115
C: 5.098 -4.888 -1.656
H: -1.434 -7.183 -0.577
H: -3.045 0.812 5.062
C: 3.449 -8.164 -5.728
H: 5.279 -5.275 -0.653
H: -0.567 4.390 -0.498
C: 1.630 2.817 0.275
O: 1.523 5.799 -3.532
H: -9.207 4.107 7.851
H: 0.045 9.090 -2.449
O: 0.105 -8.217 -1.512
H: 5.517 1.259 2.297
H: 5.548 1.863 0.611
O: -5.710 2.713 7.163
O: -6.843 0.292 3.375
C: 5.532 -2.514 -0.792
C: 1.356 3.927 1.304
N: 3.070 2.476 0.312
H: 4.665 0.366 0.986
C: -7.352 3.351 8.631
O: 0.988 5.058 0.678
C: -8.676 4.047 8.801
C: 2.125 9.101 -3.010
O: 0.528 7.778 -3.952
O: -6.213 0.516 7.123
O: -7.534 1.987 8.197
H: 0.232 11.133 -3.828
H: -7.034 4.209 6.658
O: 1.505 -6.507 -1.715
O: 3.401 -3.319 -0.899
C: 0.813 1.539 0.577
H: 1.570 -10.229 -7.074
H: 6.013 -4.977 -2.241
C: -0.348 -7.209 -0.593
H: 2.966 -8.619 -4.865
H: 4.505 -3.054 -2.611
H: -9.305 3.500 9.502
H: 0.922 2.949 -1.866
C: 3.366 -2.100 -0.322
H: -2.890 2.064 3.822
H: 0.893 1.357 1.658
O: 4.586 -1.523 -0.354
C: -5.649 -0.034 4.111
C: 0.611 -4.867 -0.167
H: -6.806 3.319 9.578
H: 3.228 1.709 -0.333
H: -0.303 -5.566 -1.983
C: 0.291 -5.957 -1.152
C: 0.476 4.692 -0.630
H: 0.031 -7.454 0.401
H: -5.785 4.672 7.843
O: -5.286 1.734 2.716
C: 1.482 6.981 -3.419
H: 1.184 -5.263 0.673
C: 1.355 3.537 -1.055
H: -5.894 -0.323 5.127
C: 0.188 10.157 -4.311
H: -8.522 5.055 9.186
C: 2.576 -8.285 -6.946
H: 4.413 -8.649 -5.894
O: -7.245 1.627 1.605
H: 0.466 5.559 -1.289
H: -0.301 -4.409 0.215
O: 2.394 -1.597 0.147
C: 0.651 9.087 -3.360
C: -6.462 1.629 7.462
H: -5.208 1.969 4.758
C: -3.366 1.115 4.066
O: 2.895 -7.836 -10.311
H: 5.949 -3.003 0.090
H: 3.321 -10.273 -7.406
O: -1.395 -0.018 0.387
H: 2.744 9.400 -3.859
H: -1.395 -0.410 -0.501

Output
Lowest unoccupied orbital energy = 0.31 eV
DFT total energy = -3338.10838 Ha
Orbital gap = 9.0 eV
SMILES = CCN[C@]1(CP(=O)(O)O)CCOC1=O.C[C@@H]1COC(=O)O1.C[C@@H]1COC(=O)O1.C[C@@H]1COC(=O)O1.C[C@@H]1COC(=O)O1.C[C@@H]1COC(=O)O1.C[C@@H]1COC(=O)O1
E_HOMO = -8.7 eV


No. 2
# C31H50NO5P

A cluster of 3 separate species, C31H50NO5P in total in a non-equilibrium geometry (ωB97M-V/def2-TZVPD, the OMol25 dataset).

Atoms and positions in Å:
H: 2.956 2.975 0.485
C: -7.234 -3.366 -0.276
H: -1.437 -0.061 1.803
H: 0.239 7.417 1.939
C: 1.982 6.252 -0.814
H: 2.991 1.223 -1.273
C: 6.059 -3.029 0.242
H: 1.696 3.267 -0.706
H: 1.022 1.774 1.848
H: 6.155 -1.471 -1.249
H: -3.751 -2.445 -3.173
H: -0.640 -5.947 -2.277
H: 2.354 0.442 1.525
C: -4.441 -0.375 -3.162
N: -5.776 -1.793 1.012
H: 7.570 -2.953 1.817
C: 0.928 -3.638 0.508
H: -7.442 -3.994 0.597
C: -3.448 -0.848 1.918
H: -4.175 0.313 -3.969
H: -2.708 1.288 0.195
H: 5.278 -3.441 0.895
H: -2.529 -1.283 -3.665
H: 0.052 5.745 0.084
H: -6.854 -1.285 -0.724
H: 1.760 -6.273 -1.642
C: 2.562 0.093 0.509
O: -2.150 -4.158 -1.169
C: 3.274 8.015 0.300
C: 4.083 -1.535 -0.610
C: -3.355 -1.441 -2.969
H: 4.131 8.665 0.419
H: -4.293 -2.751 -1.124
C: 7.111 -2.293 1.075
H: -1.267 2.586 2.506
C: 5.421 -2.211 -0.894
H: -4.551 0.210 -2.245
C: 0.906 6.402 0.199
H: -0.535 3.242 -0.310
C: -3.553 -2.076 -0.668
C: 1.128 -5.522 -1.185
C: 1.767 -4.677 -0.144
H: -6.379 -3.795 -0.806
H: 0.962 3.520 1.760
H: -5.416 -0.806 -3.403
C: -2.712 1.569 1.258
H: 4.641 0.454 0.033
H: -2.904 -1.797 1.968
H: 1.279 0.936 -1.056
H: 6.552 -3.896 -0.213
H: -2.882 -2.687 -0.051
C: 1.006 7.289 1.185
H: -2.121 3.640 1.394
H: 4.420 -0.692 1.355
P: -4.490 -0.833 0.385
H: -8.101 -3.417 -0.940
C: 2.197 8.167 1.313
O: -2.760 -1.456 -1.672
H: 7.910 -1.913 0.430
C: -0.347 -3.467 0.179
H: -2.377 0.589 3.134
C: 0.902 2.610 1.148
H: 6.687 -1.442 1.617
H: -3.726 1.933 1.462
C: -0.147 -5.348 -1.522
O: 2.923 -4.824 0.189
H: 3.678 -1.184 -1.570
O: 1.892 5.433 -1.702
H: 3.945 6.992 -1.434
C: 2.009 2.582 0.091
C: -0.480 2.505 0.502
H: -0.583 1.522 0.023
C: 2.197 1.188 -0.515
O: 2.290 8.975 2.211
C: -1.657 2.652 1.479
H: -4.162 -0.852 2.749
H: -0.978 -2.725 0.657
C: -0.986 -4.308 -0.865
H: 1.917 -0.784 0.360
H: -7.841 -1.548 0.705
H: 5.235 -2.883 -1.739
C: 3.175 7.127 -0.685
C: -6.970 -1.927 0.157
C: -2.437 0.308 2.074
H: -5.473 -2.711 1.319
C: 4.016 -0.381 0.384
H: 1.416 -3.046 1.271
H: 3.395 -2.311 -0.251

Output
Lowest unoccupied orbital energy = -1.58 eV
DFT total energy = -1983.41168 Ha
Orbital gap = 6.5 eV
ΔE to the lowest compared entry with this formula, charge and spin = 7.2 kcal per mole
SMILES = CCCCCCCCCCCCCCP(COCC)NCC.O=C1C=CC(=O)C=C1.O=C1C=CC(=O)C=C1
E_HOMO = -8.1 eV


No. 3
# C31H50O15S5

A cluster of 6 separate species, C31H50O15S5 in total in a non-equilibrium geometry (ωB97M-V/def2-TZVPD, the OMol25 dataset).

Atoms and positions in Å:
H: -10.159 -1.136 7.330
H: 8.089 -4.228 -0.611
H: 3.752 -0.166 -4.152
C: 0.972 2.644 -8.851
C: -8.749 -1.500 1.566
H: 1.078 3.492 -8.175
H: 1.457 -0.339 -3.487
H: -7.718 1.344 0.113
H: -4.122 -1.714 2.913
C: -0.476 2.473 -9.299
C: 3.383 0.683 -3.578
C: -6.526 -0.354 0.522
H: 9.744 -4.873 0.947
C: 6.163 3.096 2.603
C: -9.447 0.633 6.288
C: -4.016 -1.539 1.843
O: 0.788 0.485 -1.100
C: -7.582 -2.218 1.577
H: 7.913 2.891 3.877
H: -2.379 -2.984 1.255
H: -2.590 -0.397 -0.217
H: 10.669 -3.336 2.618
H: 5.383 3.462 3.268
C: -2.593 -1.936 1.429
H: 6.749 1.571 4.013
C: 9.896 -2.966 1.946
H: -5.636 0.098 0.095
H: 6.611 3.925 2.057
H: -11.417 0.932 4.077
C: -7.703 0.340 0.521
H: 3.722 1.590 -4.082
H: -0.476 0.711 -6.420
H: 8.436 -4.586 2.085
O: 0.809 2.743 -2.218
S: 1.325 1.159 -7.919
C: 8.236 -3.517 0.199
H: -2.224 1.568 -8.349
C: 6.869 0.875 1.298
O: -10.303 -1.423 3.863
O: -1.986 0.531 3.472
H: -0.901 3.416 -9.641
C: -1.721 -0.237 2.593
H: -10.724 2.359 5.876
H: -8.914 0.986 7.170
H: 1.408 1.232 -4.326
H: -0.102 -0.866 -0.120
O: -0.828 -1.508 -0.204
H: -12.666 0.518 5.277
H: 9.242 -2.301 2.516
H: 11.303 -2.786 0.300
H: 3.746 -0.316 -1.693
C: 1.853 0.676 -3.506
S: 5.454 1.974 1.403
O: 9.664 -2.403 -1.735
C: -10.818 1.307 6.143
C: 7.225 2.263 3.313
O: 2.045 1.511 -6.721
C: 3.909 0.670 -2.136
C: -0.381 0.779 -7.502
C: -6.462 -1.620 1.057
H: 8.578 2.151 1.635
C: -1.228 1.917 -8.083
C: -1.911 -0.934 0.455
H: -8.833 0.853 5.412
C: -8.828 -0.236 1.068
O: -1.304 0.051 1.325
H: 10.846 -1.215 1.014
H: 7.199 0.818 0.270
H: 8.584 0.696 2.623
H: -9.629 -1.942 1.995
O: 5.297 2.669 0.148
O: 8.405 -0.906 -0.150
H: 7.272 -3.155 0.552
H: -11.351 1.258 7.095
H: -1.346 2.706 -7.337
H: 3.396 2.725 -1.671
O: -1.809 -1.608 2.624
H: -7.507 -3.221 1.977
S: 9.161 -2.108 -0.421
H: -0.629 -0.179 -7.955
H: 3.142 1.606 -0.307
H: 6.553 -0.108 1.640
O: -4.867 -3.307 0.435
C: -11.598 0.533 5.073
S: -10.970 -1.150 5.115
O: 4.361 1.265 2.020
H: -4.168 -0.482 1.605
C: 3.097 1.718 -1.385
S: 1.423 1.466 -1.953
O: -11.982 -2.028 5.641
O: 1.814 0.153 -8.826
C: -5.100 -2.285 1.045
H: 1.674 2.733 -9.677
H: -8.852 -1.478 6.162
C: -9.726 -0.864 6.367
C: 7.943 1.474 2.210
H: -9.743 0.343 1.073
C: 10.498 -2.215 0.762
H: -0.529 1.759 -10.124
C: 9.072 -4.109 1.341
H: 4.975 0.888 -2.092

Output
Lowest unoccupied orbital energy = 0.36 eV
DFT total energy = -4330.70524 Ha
Orbital gap = 9.7 eV
SMILES = O=C1O[C@@H](O)[C@H](CC(=O)c2ccccc2)O1.O=S1(=O)CCCC1.O=S1(=O)CCCC1.O=S1(=O)CCCC1.O=S1(=O)CCCC1.O=S1(=O)CCCC1
E_HOMO = -9.4 eV


No. 4
# C31H50O3P2Pt

A structure of composition C31H50O3P2Pt in a non-equilibrium geometry (ωB97M-V/def2-TZVPD, the OMol25 dataset).

Atoms and positions in Å:
H: 1.998 -2.452 -3.446
H: -0.334 3.853 1.047
C: -2.736 -0.839 -1.947
C: -0.271 -0.959 -3.322
H: 2.820 -4.577 0.177
H: -0.084 -3.580 -1.618
H: 4.546 0.683 0.348
O: -5.602 1.367 2.993
H: -1.740 -3.530 -2.347
H: -1.565 2.198 -1.169
C: 2.756 -1.798 0.532
H: 1.866 -4.581 -2.532
C: -5.470 4.289 0.089
H: -0.401 1.129 3.664
H: 1.533 -2.258 2.826
H: 3.100 2.852 2.296
H: -1.950 0.844 2.820
C: 0.660 2.110 0.434
H: 3.614 -0.780 -2.876
H: 4.349 -3.207 0.528
H: -6.776 3.690 3.200
C: -5.485 2.350 2.109
C: 0.530 1.982 -0.973
H: 1.799 1.845 2.944
H: 2.867 2.574 -3.073
H: -0.547 -1.730 -4.054
H: 5.022 -2.802 -1.663
C: -6.230 4.493 1.254
H: -0.137 2.671 2.342
H: -0.612 3.501 -1.902
H: 0.843 -2.791 0.929
H: 1.323 1.846 -3.571
H: -3.173 -1.435 -2.754
C: 3.402 -1.512 -2.097
Pt: 1.679 -1.078 -1.078
H: 4.407 0.795 -1.440
H: -1.250 -3.010 1.659
H: -5.484 5.039 -0.708
C: -1.594 -2.132 2.223
H: 0.581 -1.760 4.269
H: 0.840 -0.931 -3.254
C: -3.763 0.984 0.927
C: 1.995 1.779 0.801
C: -0.337 2.782 1.276
C: 1.692 -2.773 0.233
H: 4.682 2.263 -0.473
C: 4.565 -1.913 -1.228
H: -2.507 -1.725 1.754
C: -1.086 -3.128 -1.558
C: 2.033 -4.087 -0.419
C: 2.575 1.889 2.164
C: 4.166 1.287 -0.490
C: 1.784 1.560 -1.510
C: -4.696 3.136 -0.056
H: 2.586 -1.149 1.402
H: -1.517 -0.175 4.230
C: 4.186 -2.160 0.247
H: 5.309 -1.115 -1.280
H: 3.313 1.093 2.349
H: -0.596 0.039 -3.650
C: -0.650 2.418 -1.731
C: -4.671 2.170 0.957
H: -2.762 0.228 -2.201
P: -0.341 -0.807 2.216
C: 2.485 -3.931 -1.899
H: -0.722 1.941 -2.711
H: -1.519 -3.371 -0.574
H: -5.033 0.576 2.565
C: 2.393 -2.518 -2.429
O: -2.709 1.061 0.248
C: 0.988 -1.433 3.304
H: -1.810 -2.399 3.269
H: -1.343 2.406 1.049
H: 1.153 -4.745 -0.395
P: -0.995 -1.305 -1.669
C: 2.709 1.462 -0.378
H: -6.809 5.405 1.382
H: 2.741 0.818 -3.264
O: -4.091 -0.050 1.616
H: 1.709 -0.615 3.460
H: -3.279 -0.998 -1.008
H: -4.094 2.955 -0.950
C: 2.199 1.709 -2.927
H: 4.820 -1.540 0.888
C: -6.230 3.541 2.273
H: 3.511 -4.296 -2.025
C: -1.123 0.364 3.358

Output
Lowest unoccupied orbital energy (spin up / spin down) = -6.22 / -9.67 eV
DFT total energy = -2238.21156 Ha
Orbital gap (spin up / spin down) = 5.1 / 1.6 eV
Multiplicity = 5
E_HOMO (spin up / spin down) = -11.3 / -11.3 eV
<S²> = 6.01
Total charge = +2


No. 5
# C31H52BrN3OP2Sn

A structure of composition C31H52BrN3OP2Sn in a non-equilibrium geometry (ωB97M-V/def2-TZVPD, the OMol25 dataset).

Atoms and positions in Å:
C: -1.629 4.275 1.036
C: -0.589 2.104 1.545
C: -1.647 2.425 -0.608
H: -0.231 2.399 -4.024
C: 4.702 -0.121 0.791
C: -1.830 0.176 -3.325
H: 3.783 4.671 1.040
H: 2.060 5.418 -0.638
H: -2.186 3.224 -1.126
H: -4.356 -3.032 -0.728
H: -3.357 -4.608 3.081
H: -4.880 -4.455 1.366
H: -0.771 -2.612 -2.778
C: -2.452 -4.039 3.322
C: 4.701 3.268 -0.379
C: -0.040 -1.973 -3.293
Br: 0.727 -3.123 1.892
H: 0.052 4.326 3.551
C: 3.392 -2.111 0.387
C: -2.345 -2.756 2.515
H: -1.759 5.507 2.748
H: -1.365 -2.290 2.732
H: -3.960 -0.142 -3.055
H: 5.262 2.525 1.611
C: 0.760 2.178 -3.607
H: -2.231 -6.628 0.228
N: -1.302 2.899 0.717
H: -2.368 -4.449 -1.034
C: -2.767 -5.755 0.629
H: 2.104 -1.945 -3.676
C: 1.021 0.676 -3.529
H: -2.301 1.540 -0.557
C: 2.503 -1.613 1.356
C: 3.812 4.304 0.017
H: -0.826 4.948 0.684
H: 1.372 -3.547 -3.684
H: -6.167 -3.345 0.921
C: 2.942 -0.723 2.345
Sn: 0.655 -0.933 0.286
C: -2.083 -4.530 0.031
C: 4.491 -1.333 0.083
H: 1.988 0.498 -3.032
H: -1.740 -0.031 -4.404
H: -1.964 1.261 -3.205
H: 5.654 2.432 -2.193
C: 0.217 1.519 3.735
C: 1.355 -2.572 -3.184
P: -2.432 -2.816 0.656
H: -0.038 0.480 3.497
H: 1.312 1.632 3.693
H: -0.988 -4.671 0.067
H: 1.501 2.653 -4.263
C: -5.135 -3.397 1.276
H: 5.138 -1.560 -0.769
H: -4.439 -1.592 0.287
H: -1.574 -4.691 3.219
H: -2.553 4.521 0.501
H: 1.662 -2.729 -2.143
H: -3.818 -5.860 0.326
H: 3.872 3.307 -3.708
C: 4.055 0.054 2.048
N: 2.831 4.282 -2.191
H: -0.111 1.743 4.755
H: 3.130 -3.020 -0.155
P: -0.211 -0.300 -2.561
O: -0.031 1.034 1.130
H: -0.756 2.170 -1.194
C: -0.849 3.711 3.394
C: 3.863 3.551 -2.639
H: -1.304 3.508 4.369
C: 5.329 0.971 0.119
H: -2.995 -0.554 -1.615
C: 5.188 2.274 0.549
H: -2.849 4.118 2.774
H: 5.775 0.770 -0.861
H: 4.365 0.868 2.704
N: -0.465 2.435 2.841
C: -4.226 -2.672 0.303
C: 2.857 4.723 -0.926
H: 1.079 0.224 -4.532
H: -3.125 -2.042 2.820
H: -5.101 -2.953 2.273
C: -3.012 -0.583 -2.716
C: 4.859 3.056 -1.782
H: -3.014 -1.634 -3.038
H: -2.703 -5.801 1.720
H: -0.355 -1.883 -4.342
H: -2.520 -3.766 4.385
C: -1.835 4.442 2.519
H: 2.356 -0.581 3.248
H: 0.858 2.668 -2.628

Output
Lowest unoccupied orbital energy (spin up / spin down) = -7.77 / -7.76 eV
DFT total energy = -4922.30654 Ha
Orbital gap (spin up / spin down) = 4.8 / 4.8 eV
E_HOMO (spin up / spin down) = -12.6 / -12.6 eV
Total charge = +2